C4H3ClFNO in the gas phase, computed with wB97M-V/def2-TZVPD.

XYZ file:
```
11
Properties=species:S:1:pos:R:3:mulliken_charge:R:1
F -2.51 -0.47 0.05 -0.27
C -1.29 -0.91 0.56 -0.25
C -0.16 -0.08 0.05 0.28
O 0.37 -0.46 -1.14 -0.32
C 1.39 0.32 -1.34 0.08
N 1.56 1.24 -0.45 -0.52
C 0.57 1.04 0.46 0.33
Cl 0.48 1.84 2.00 -0.17
H -1.22 -1.98 0.37 0.25
H -1.26 -0.65 1.62 0.19
H 2.07 0.11 -2.17 0.40
```

Calculated values
HOMO-LUMO gap   10.40 eV
E_tot   -844.24958 Eh
LUMO level   0.821 eV
ΔE to the lowest compared entry with this formula, charge and spin   26.2 kJ/mol
HOMO level   -9.6 eV